ORCA calculation (the ωB97M-V functional and the def2-TZVPD basis) on a 10-piece molecular cluster, C38H44N10O6 overall.

Calculated values
* DFT total energy: -67294.1642 eV
* relative energy (zero: lowest compared OMol25 entry of this formula, charge and spin): 20.1 kcal per mole
* Kohn-Sham gap: 9.14 eV
* maximum force: 3.7 eV Å⁻¹
* SMILES string: C[N+](=O)[O-].C[N+](=O)[O-].C[N+](=O)[O-].c1ccncc1.c1ccncc1.c1ccncc1.c1ccncc1.c1ccncc1.c1ccncc1.c1ccncc1

Last column: Mulliken charge in e.
Positions of all 98 atoms, in Å:
O: -0.954 3.673 -0.540  -0.55
O: 1.923 0.942 1.574  -0.62
O: -2.915 3.204 -1.391  -0.52
O: -0.568 -2.710 -0.900  -0.20
O: -0.114 1.541 1.860  -0.53
O: -2.101 -3.975 -1.646  -0.58
N: -3.228 0.022 -1.447  0.30
N: -0.752 0.362 5.969  -0.40
N: 0.360 -0.023 -4.306  -0.23
N: 0.753 0.915 1.300  1.35
N: 4.098 2.889 -0.700  -0.14
N: 2.886 -1.868 -3.840  -0.34
N: 1.510 -5.168 0.251  -0.60
N: -4.600 -1.882 2.769  -0.31
N: -2.137 3.408 -0.443  0.83
N: -1.120 -3.303 -1.827  0.73
C: -0.556 -3.397 -3.213  -0.79
C: 2.710 -1.418 -2.594  0.40
C: -5.103 -1.289 -0.646  -1.19
C: 1.123 0.131 4.387  -0.50
C: 3.496 -0.433 -2.081  -0.34
C: 1.405 0.516 -4.947  -0.66
C: 1.524 1.441 4.741  -0.17
C: 0.813 -4.365 1.078  -0.49
C: -0.465 2.087 -3.717  -0.33
C: -2.638 3.132 0.957  -0.67
C: 1.332 -3.188 1.608  -0.33
C: 4.193 4.716 0.813  -0.50
C: -0.543 0.735 -3.676  0.24
C: -3.248 -2.000 5.314  -0.37
C: -3.297 -3.091 4.392  -0.49
C: -5.840 -0.807 -1.706  -0.15
C: 0.672 2.618 -4.344  -0.53
C: 4.502 0.201 -2.804  -1.10
C: 3.913 -1.344 -4.557  -0.74
C: 2.436 -2.619 1.021  -0.28
C: 2.791 3.075 -0.842  -0.07
C: -3.952 -0.831 4.875  -0.40
C: 4.773 3.679 0.132  -0.40
C: 3.105 -3.377 0.069  -0.59
C: -5.353 0.101 -2.606  -1.11
C: -3.788 -0.840 -0.573  -0.29
C: -4.571 -0.866 3.617  -0.23
C: -0.011 -0.346 5.090  -0.15
C: 2.827 4.953 0.600  -0.38
C: -4.001 -3.033 3.204  -0.21
C: 4.689 -0.223 -4.112  -0.08
C: -0.372 1.582 6.169  -0.26
C: -4.017 0.461 -2.461  0.10
C: 0.838 2.195 5.634  -0.63
C: 2.102 4.111 -0.218  -0.17
C: 2.601 -4.642 -0.285  -0.54
C: 1.660 1.889 -4.991  -0.69
C: 0.333 0.132 0.123  0.71
H: -0.367 -1.349 4.871  0.43
H: 2.715 -1.607 1.160  0.71
H: 0.773 -2.624 2.303  0.58
H: -3.637 3.573 1.240  0.29
H: -2.894 -2.020 6.335  0.41
H: 4.967 0.989 -2.358  0.67
H: -1.026 2.174 6.757  0.41
H: 5.838 3.440 0.288  0.34
H: -0.598 -0.326 0.381  -0.10
H: 0.473 -3.685 -3.287  0.27
H: 2.480 1.708 4.307  0.38
H: -3.626 1.209 -3.125  0.24
H: -2.730 -3.966 4.666  0.38
H: 1.057 -0.723 0.017  -1.18
H: 2.609 2.245 -5.388  0.43
H: 1.847 -1.827 -2.030  0.13
H: 2.271 2.365 -1.555  0.29
H: 3.929 -2.884 -0.310  0.67
H: 3.375 -0.031 -1.108  0.63
H: 0.225 0.762 -0.732  0.28
H: -1.168 -4.083 -3.743  0.35
H: -4.106 0.024 5.447  0.50
H: 1.658 -0.420 3.619  0.49
H: 4.768 5.440 1.412  0.39
H: -4.981 0.075 3.182  0.34
H: -1.147 2.749 -3.177  0.32
H: 2.313 5.815 1.089  0.35
H: -0.630 -2.378 -3.593  0.23
H: 4.120 -1.794 -5.547  0.36
H: 0.856 3.684 -4.144  0.36
H: 3.111 -5.125 -1.080  0.43
H: -6.873 -1.176 -1.781  0.33
H: -3.989 -3.840 2.450  0.41
H: -5.995 0.431 -3.366  0.50
H: -1.243 0.183 -3.074  0.36
H: 2.155 -0.203 -5.307  0.73
H: 1.130 3.177 5.993  0.38
H: -3.222 -1.070 0.297  0.78
H: 5.398 0.335 -4.735  0.43
H: -0.131 -4.753 1.368  0.51
H: -2.660 2.012 0.958  0.20
H: -1.779 3.562 1.541  0.29
H: 1.034 4.252 -0.438  0.41
H: -5.422 -1.997 0.064  0.52